Below is a cluster of 24 separate species, C43H28BCl92FN4O6S3 in total at a distorted geometry, with properties calculated with ωB97M-V/def2-TZVPD.

Spin multiplicity ... 1
Molecular weight ... 4084.4 Da
Gap between HOMO and LUMO ... 7.8 eV
Strongest force on any atom ... 2.08 eV/A
HOMO ... -8.78 eV
Total energy ... -45982.47776 a.u.

Geometry (Å):
C -1.38 -0.54 1.64
C -1.38 0.66 1.07
C -0.43 1.01 -0.06
C -1.06 1.36 -1.43
C -1.52 0.03 -2.05
C -2.85 -0.53 -1.53
C -2.76 -2.00 -1.11
S -4.21 -2.45 -0.10
C -5.48 -2.12 -1.28
S -5.53 -2.89 -2.71
N -6.39 -1.16 -0.91
C -6.36 -0.34 0.23
C -7.45 0.46 0.14
N -8.18 0.17 -1.00
C -7.53 -0.80 -1.60
C -2.00 2.57 -1.49
C -3.15 2.72 -0.43
N -2.82 3.67 0.65
C -2.60 3.00 -2.84
S -3.65 1.84 -3.75
C -5.36 2.29 -3.41
C -6.21 1.64 -4.51
O -1.09 3.68 -1.21
C 0.08 3.44 -1.84
O 0.87 4.31 -2.02
C 0.15 1.95 -2.24
B 1.65 1.43 -1.85
O 2.67 2.23 -1.43
O 1.87 0.07 -1.88
C 0.19 1.84 -3.75
O 0.18 0.82 -4.38
N 0.41 3.11 -4.47
C -0.20 3.12 -5.73
O -1.21 3.66 -6.01
F 0.48 2.50 -6.70
H -0.63 -1.25 1.31
H -2.06 -0.81 2.43
H -2.04 1.39 1.50
H 0.14 1.85 0.34
H 0.17 0.11 -0.14
H -0.72 -0.70 -1.93
H -1.66 0.15 -3.12
H -3.60 -0.51 -2.31
H -3.28 0.01 -0.69
H -2.78 -2.65 -1.98
H -1.86 -2.21 -0.54
H -5.60 -0.40 0.98
H -7.72 1.22 0.85
H -7.89 -1.20 -2.52
H -4.05 3.12 -0.88
H -3.44 1.77 0.02
H -3.64 4.21 0.87
H -2.55 3.19 1.50
H -1.85 3.33 -3.55
H -3.21 3.89 -2.68
H -5.70 1.89 -2.45
H -5.51 3.36 -3.42
H -5.62 1.44 -5.40
H -7.04 2.29 -4.78
H -6.63 0.69 -4.19
H 3.19 2.62 -2.15
H 1.75 -0.31 -2.76
H 1.41 3.16 -4.66
C 1.74 3.56 2.62
Cl 2.30 4.94 3.56
Cl 1.78 3.94 0.90
Cl 2.80 2.16 2.91
Cl 0.08 3.16 3.09
C 2.46 -3.46 -1.70
Cl 0.70 -3.41 -1.49
Cl 2.85 -2.89 -3.33
Cl 3.23 -2.41 -0.52
Cl 3.03 -5.12 -1.49
C 0.29 1.18 6.98
Cl -0.61 -0.33 6.84
Cl 1.08 1.26 8.55
Cl 1.47 1.29 5.67
Cl -0.83 2.54 6.82
C 4.25 0.61 -5.31
Cl 5.25 0.36 -6.74
Cl 2.80 -0.39 -5.44
Cl 5.14 0.18 -3.86
Cl 3.78 2.32 -5.23
C -4.25 -1.58 5.51
Cl -5.44 -2.36 6.56
Cl -4.38 0.17 5.69
Cl -2.63 -2.13 5.96
Cl -4.57 -2.00 3.82
C 1.50 6.61 -7.83
Cl 2.49 5.68 -8.96
Cl 0.74 7.97 -8.67
Cl 0.25 5.56 -7.15
Cl 2.53 7.22 -6.54
C 8.07 2.05 -9.44
Cl 7.40 0.42 -9.46
Cl 8.97 2.28 -7.93
Cl 9.16 2.27 -10.81
Cl 6.75 3.21 -9.53
C 11.20 1.93 -4.17
Cl 11.29 3.59 -3.57
Cl 9.52 1.54 -4.58
Cl 12.20 1.77 -5.62
Cl 11.78 0.82 -2.93
C -9.83 1.69 3.53
Cl -10.21 0.07 2.96
Cl -11.12 2.81 3.07
Cl -9.66 1.68 5.29
Cl -8.31 2.22 2.80
C 7.71 -3.18 -2.57
Cl 8.34 -1.53 -2.67
Cl 8.10 -3.88 -1.00
Cl 5.96 -3.13 -2.79
Cl 8.44 -4.16 -3.85
C -7.63 -4.87 1.88
Cl -6.64 -3.55 1.25
Cl -6.68 -6.37 1.84
Cl -8.11 -4.48 3.53
Cl -9.07 -5.06 0.88
C -6.03 3.62 6.71
Cl -4.33 3.29 7.09
Cl -6.23 5.34 6.39
Cl -6.50 2.69 5.28
Cl -7.04 3.15 8.08
C 7.33 7.24 -8.30
Cl 5.59 6.98 -8.09
Cl 7.63 7.91 -9.91
Cl 7.91 8.37 -7.07
Cl 8.17 5.70 -8.14
C 2.96 2.43 -11.48
Cl 4.01 3.79 -11.09
Cl 3.95 0.99 -11.78
Cl 1.88 2.12 -10.11
Cl 2.00 2.81 -12.91
C 11.16 -0.59 1.09
Cl 11.36 -2.23 1.70
Cl 12.69 -0.01 0.42
Cl 9.94 -0.58 -0.18
Cl 10.66 0.47 2.41
C 5.56 0.43 8.01
Cl 6.68 1.68 7.46
Cl 6.35 -1.14 7.91
Cl 5.07 0.76 9.68
Cl 4.11 0.44 7.00
C 3.65 -8.62 0.18
Cl 1.90 -8.55 0.39
Cl 4.06 -8.09 -1.46
Cl 4.43 -7.55 1.34
Cl 4.21 -10.27 0.42
C -6.08 -7.37 6.59
Cl -5.58 -5.92 7.46
Cl -6.27 -6.97 4.88
Cl -4.85 -8.63 6.78
Cl -7.62 -7.95 7.23
C -2.20 3.19 -14.06
Cl -3.01 1.63 -14.16
Cl -1.46 3.37 -12.46
Cl -0.94 3.29 -15.30
Cl -3.37 4.49 -14.31
C 3.50 -2.86 11.19
Cl 5.21 -3.11 10.85
Cl 2.87 -1.54 10.19
Cl 2.60 -4.34 10.82
Cl 3.30 -2.46 12.89
C -0.93 -4.06 12.76
Cl -0.35 -2.72 13.75
Cl -0.70 -3.67 11.05
Cl -0.03 -5.53 13.16
Cl -2.65 -4.33 13.07
C 9.40 -1.38 11.59
Cl 9.39 -3.07 12.12
Cl 11.02 -0.94 11.05
Cl 8.26 -1.17 10.26
Cl 8.93 -0.34 12.94
C -10.85 -10.68 8.32
Cl -10.75 -9.04 8.96
Cl -12.53 -11.05 7.92
Cl -9.86 -10.82 6.87
Cl -10.27 -11.83 9.53



Below is a cluster of 3 separate species, C43H28O6 in total at a distorted geometry, with properties calculated with ωB97M-V/def2-TZVPD.

Spin multiplicity ... 1
SMILES string ... C#CCCCc1ccc2c(c1)C(=O)C=CC2=O.O=C1c2ccccc2C(=O)c2ccccc21.O=C1c2ccccc2C(=O)c2ccccc21
Molecular weight ... 640.7 Da
Gap between HOMO and LUMO ... 8.3 eV
Strongest force on any atom ... 2.00 eV/A
HOMO ... -9.42 eV
Total energy ... -2106.77883 a.u.

Geometry (Å):
C -2.89 1.83 -3.47
C -2.76 3.01 -3.67
C -2.86 4.45 -4.18
C -3.14 5.46 -3.02
C -4.38 5.11 -2.15
C -5.75 5.39 -2.84
C -5.95 6.37 -3.87
C -7.26 6.52 -4.46
C -8.35 5.73 -4.03
C -8.14 4.76 -2.97
C -6.86 4.60 -2.38
C -9.37 3.94 -2.52
O -9.57 3.65 -1.37
C -10.33 3.55 -3.67
C -10.52 4.46 -4.65
C -9.76 5.80 -4.64
O -10.25 6.83 -5.04
H -2.95 0.74 -3.53
H -3.54 4.54 -5.04
H -1.84 4.68 -4.56
H -3.36 6.44 -3.51
H -2.23 5.61 -2.41
H -4.38 5.65 -1.18
H -4.40 4.03 -1.90
H -5.12 7.00 -4.23
H -7.38 7.29 -5.25
H -6.73 3.86 -1.57
H -10.82 2.56 -3.65
H -11.20 4.23 -5.49
C 3.55 -0.85 -1.39
C 2.56 -0.43 -2.26
C 1.28 -0.16 -1.79
C 0.99 -0.33 -0.44
C 1.98 -0.78 0.43
C 3.27 -1.03 -0.04
C 1.68 -1.01 1.86
O 2.54 -1.40 2.63
C 0.29 -0.77 2.35
C -0.03 -1.04 3.68
C -1.31 -0.80 4.14
C -2.28 -0.29 3.28
C -1.97 -0.03 1.96
C -0.69 -0.27 1.48
C -0.37 -0.02 0.05
O -1.22 0.42 -0.70
H 4.55 -1.05 -1.76
H 2.78 -0.30 -3.32
H 0.51 0.18 -2.47
H 4.04 -1.37 0.63
H 0.72 -1.44 4.35
H -1.56 -1.02 5.17
H -3.28 -0.10 3.65
H -2.73 0.37 1.29
C 9.36 -6.46 0.69
C 9.72 -7.23 1.79
C 9.04 -7.10 2.99
C 8.00 -6.19 3.10
C 7.65 -5.39 2.01
C 8.32 -5.54 0.80
C 6.57 -4.38 2.13
O 6.26 -3.69 1.17
C 5.88 -4.21 3.43
C 4.91 -3.23 3.57
C 4.25 -3.08 4.78
C 4.55 -3.91 5.85
C 5.52 -4.89 5.72
C 6.20 -5.04 4.51
C 7.26 -6.07 4.39
O 7.53 -6.80 5.32
H 9.89 -6.56 -0.25
H 10.54 -7.94 1.71
H 9.32 -7.71 3.84
H 8.05 -4.93 -0.05
H 4.67 -2.58 2.74
H 3.50 -2.31 4.89
H 4.03 -3.80 6.80
H 5.76 -5.54 6.55



Below is a structure of composition C43H32BrF2N11OSeTa at a distorted geometry, with properties calculated with ωB97M-V/def2-TZVPD.

Net charge ... +3
Spin multiplicity ... 1
Molecular weight ... 1096.6 Da
Gap between HOMO and LUMO ... 6.0 eV
Strongest force on any atom ... 1.50 eV/A
HOMO ... -15.13 eV
Total energy ... -7566.97438 a.u.

Geometry (Å):
Ta 0.40 0.32 0.97
Br 1.03 2.37 -6.33
C 0.82 2.07 -4.49
C -0.16 2.79 -3.79
C -0.33 2.62 -2.43
C 0.47 1.70 -1.78
O 0.40 1.50 -0.46
C 1.44 0.96 -2.46
C 2.26 0.05 -1.73
N 2.04 -0.40 -0.52
C 3.02 -1.32 -0.01
C 3.83 -2.15 -0.75
C 4.79 -2.96 -0.10
C 4.93 -2.91 1.25
C 4.10 -2.08 2.03
C 4.23 -1.95 3.43
C 3.43 -1.06 4.09
C 2.46 -0.35 3.38
N 2.24 -0.48 2.07
C 3.11 -1.30 1.39
C 1.64 1.18 -3.84
H -0.77 3.51 -4.32
H -1.05 3.21 -1.87
H 3.17 -0.28 -2.24
H 3.74 -2.21 -1.82
H 5.41 -3.60 -0.70
H 5.68 -3.52 1.75
H 4.98 -2.53 3.95
H 3.52 -0.89 5.15
H 1.85 0.36 3.90
H 2.42 0.66 -4.37
N 0.46 -2.82 -0.97
C -0.05 -3.01 0.24
N -0.51 -4.23 0.43
C -1.04 -4.51 1.62
N -1.55 -5.70 1.84
N -1.08 -3.61 2.64
C -0.61 -2.43 2.37
N -0.08 -1.98 1.19
C -0.69 -1.46 3.48
C -1.08 -1.88 4.75
C -1.17 -0.94 5.76
C -0.87 0.38 5.46
C -0.48 0.71 4.18
N -0.38 -0.20 3.18
H 0.44 -3.61 -1.59
H 0.74 -1.92 -1.30
H -1.54 -6.40 1.11
H -1.95 -5.93 2.73
H -1.32 -2.92 4.91
H -1.47 -1.23 6.76
H -0.93 1.16 6.21
H -0.23 1.73 3.94
F 4.18 3.94 2.56
C 2.88 3.71 2.41
C 2.48 2.41 2.08
C 1.13 2.14 1.92
C 0.19 3.19 2.04
C 0.66 4.46 2.38
F -0.20 5.47 2.53
C 2.00 4.74 2.57
C -1.22 2.83 1.86
C -2.31 3.68 2.06
C -3.59 3.16 2.02
C -3.77 1.80 1.83
C -2.66 1.02 1.60
N -1.41 1.52 1.56
H 3.26 1.68 1.94
H 2.32 5.74 2.83
H -2.15 4.72 2.26
H -4.44 3.81 2.19
H -4.75 1.34 1.86
H -2.77 -0.05 1.47
C -4.28 0.56 -2.90
N -3.05 0.01 -3.45
C -1.99 -0.45 -2.77
Se -1.92 -0.61 -0.91
N -1.07 -0.86 -3.67
C -1.54 -0.65 -4.97
C -0.99 -0.92 -6.21
C -1.77 -0.59 -7.30
C -3.05 -0.03 -7.16
C -3.59 0.23 -5.92
C -2.80 -0.10 -4.82
H -4.20 0.60 -1.82
H -5.12 -0.07 -3.19
H -4.42 1.57 -3.29
H -0.18 -1.24 -3.41
H -0.01 -1.35 -6.33
H -1.39 -0.78 -8.30
H -3.62 0.21 -8.05
H -4.58 0.66 -5.81



Below is a structure of composition C43H33BrCl2N7O2Se2Ta at a distorted geometry, with properties calculated with ωB97M-V/def2-TZVPD.

Net charge ... +2
Spin multiplicity ... 1
Molecular weight ... 1169.5 Da
Gap between HOMO and LUMO ... 4.7 eV
Strongest force on any atom ... 3.63 eV/A
HOMO ... -11.53 eV
Total energy ... -10545.85827 a.u.

Geometry (Å):
Ta -0.30 0.41 -0.68
Br 7.96 -1.61 3.25
C 6.47 -1.82 4.34
C 5.97 -0.69 5.08
C 4.73 -0.71 5.60
C 3.92 -1.86 5.32
C 4.52 -3.09 4.90
C 5.79 -3.03 4.37
N 2.61 -1.63 5.27
N 1.86 -2.56 4.73
C 0.91 -2.20 3.88
C 0.13 -3.20 3.23
C -0.27 -2.96 1.91
C -0.05 -1.66 1.39
O -0.23 -1.37 0.10
C 0.35 -0.57 2.23
N 0.38 0.67 1.66
C 0.77 1.75 2.44
C 0.97 1.61 3.81
C 0.92 0.31 4.34
C 0.73 -0.80 3.52
H 6.56 0.22 5.11
H 4.27 0.07 6.18
H 3.90 -4.00 4.94
H 6.21 -3.94 3.91
H 0.06 -4.21 3.62
H -0.71 -3.72 1.27
H 0.95 2.71 1.97
H 1.25 2.47 4.41
H 1.03 0.15 5.39
Se 1.84 1.60 -3.55
Se 0.93 -0.68 -3.04
C 2.36 -1.05 -1.76
C 3.46 -1.83 -2.12
C 4.61 -1.60 -1.42
C 4.57 -0.78 -0.28
C 3.42 -0.13 0.07
N 2.25 -0.32 -0.63
C 0.05 2.09 -3.52
C -0.26 3.16 -4.39
C -1.57 3.64 -4.50
C -2.56 2.98 -3.77
C -2.23 1.95 -2.93
N -0.95 1.57 -2.77
H 3.44 -2.49 -3.02
H 5.55 -2.13 -1.69
H 5.49 -0.66 0.33
H 3.33 0.59 0.88
H 0.58 3.57 -4.92
H -1.85 4.51 -5.13
H -3.59 3.26 -3.91
H -2.97 1.40 -2.34
Cl 1.78 5.24 -1.24
C 0.42 4.61 -0.39
C -0.32 5.68 0.16
C -1.58 5.50 0.66
Cl -2.43 6.76 1.52
C -2.12 4.19 0.75
C -3.31 3.85 1.40
C -3.58 2.51 1.67
C -2.78 1.51 1.17
N -1.79 1.73 0.27
C -1.33 3.08 0.26
C -0.03 3.28 -0.26
O 0.67 2.20 -0.65
H 0.07 6.71 0.11
H -4.01 4.60 1.76
H -4.42 2.24 2.26
H -2.99 0.52 1.51
C -3.45 -2.93 -5.33
N -2.50 -2.63 -4.31
C -1.81 -3.76 -3.77
C -2.37 -1.27 -3.87
C -2.97 -1.16 -2.49
C -4.33 -1.57 -2.43
C -4.99 -1.72 -1.21
C -4.22 -1.48 -0.07
C -2.90 -1.09 -0.16
C -2.27 -0.66 -1.35
H -2.97 -3.25 -6.27
H -4.04 -2.04 -5.65
H -4.20 -3.67 -5.04
H -1.12 -4.25 -4.46
H -2.56 -4.53 -3.46
H -1.22 -3.43 -2.89
H -2.82 -0.60 -4.64
H -1.29 -1.05 -3.79
H -4.83 -1.71 -3.41
H -6.05 -2.04 -1.18
H -4.57 -1.68 0.94
H -2.33 -1.08 0.78



Q: Which of these has the highest gap between HOMO and LUMO?
A: C43H28O6